Formula: C12H39ClN3O10
Source: OMol25
Level of theory: wB97M-V/def2-TZVPD

Results
Calculated total energy in eV: -50538.52156
F_max in eV/A: 2.2
Highest occupied orbital energy in Ha: -0.235
Total charge: -1

Geometry as XYZ:
```
65
Properties=species:S:1:pos:R:3:forces:R:3
Cl -8.23091 -11.54035 16.39757 1.1 -1.5 1.2
O -5.11210 -10.65409 18.08923 -0.2 -0.1 -0.3
O -7.49554 -12.65687 16.96666 0.1 0.0 -0.2
O -10.56265 -16.65209 16.81382 -0.3 0.2 -0.3
O -10.75819 -8.92842 19.16840 -0.1 0.0 0.1
O -7.37704 -10.85596 15.47080 -0.2 0.5 -0.4
O -5.50236 -15.97917 14.75674 0.4 0.1 -0.2
O -8.05697 -12.43035 12.50115 0.1 -0.1 -0.3
O -1.79245 -11.66433 16.02504 0.1 0.2 -0.5
O -8.62052 -10.69993 17.49426 -0.5 0.6 -0.3
O -9.37770 -12.08501 15.71684 -0.6 0.4 -0.4
N -4.39713 -10.41618 15.34239 0.1 -0.7 0.2
N -10.72069 -13.38035 18.39850 -1.2 0.4 0.6
N -8.91278 -14.68314 14.12687 0.8 -0.3 0.5
C -4.16711 -15.53885 14.50816 -0.9 -1.3 -0.8
C -0.41304 -11.88278 15.86834 0.0 -0.9 0.1
C -3.96464 -11.76440 14.89385 -0.4 1.1 -0.7
C -7.99640 -16.82966 13.51183 0.7 -0.7 0.7
C -10.92204 -15.55505 19.57538 -1.2 0.4 -0.5
C -7.85174 -15.64370 14.47597 0.2 -0.7 -0.3
C -2.45885 -11.83446 14.79314 -0.1 -0.2 -0.2
C -10.51886 -14.82254 18.31650 1.8 0.7 -0.5
C -4.59868 -12.00532 13.52154 -0.2 -0.8 -0.6
C -6.46349 -14.99853 14.45650 -1.1 0.3 -0.1
C -11.11438 -15.35830 17.02773 0.2 0.3 -0.1
C -11.24537 -17.36656 15.81332 0.4 -0.7 0.2
H -2.25403 -12.81742 14.34116 0.4 -0.1 0.2
H -10.52171 -15.04288 20.44852 0.3 -0.3 0.1
H -7.97630 -16.01546 15.50270 -0.1 -0.1 -0.1
H -10.83201 -14.68478 16.20985 0.2 0.0 0.0
H -10.81961 -9.71051 18.60709 0.1 0.1 0.0
H -4.94567 -10.62334 17.12265 0.4 0.3 0.5
H -9.42921 -14.93929 18.20312 0.0 -0.6 -0.1
H -3.95115 -9.72294 14.75311 0.0 0.1 0.1
H -10.60811 -18.19699 15.49692 0.1 0.1 0.1
H -10.23810 -12.82568 17.70344 0.1 -0.4 -0.3
H -12.01636 -15.49516 19.64457 0.0 0.0 0.2
H -7.23635 -17.58694 13.73380 0.1 0.2 0.0
H -8.26059 -13.37297 12.64476 -0.2 0.4 0.2
H -8.87946 -13.96083 14.84719 -0.5 0.1 -0.2
H -12.21123 -15.33935 16.99011 -0.1 -0.4 0.5
H -8.93656 -17.35757 13.68949 -0.2 0.3 -0.1
H -9.83587 -8.91320 19.44315 0.0 0.0 -0.1
H 0.14583 -11.24366 15.17204 -0.5 0.6 0.1
H -10.66885 -16.60859 19.49488 0.3 0.0 0.3
H -6.34072 -14.53786 13.46483 0.4 -0.1 0.0
H -4.18663 -11.37477 12.72794 0.0 0.3 0.3
H -3.75787 -15.01688 15.37048 0.2 0.3 -0.2
H -11.45212 -16.77381 14.91718 -0.2 0.2 0.1
H -6.45180 -14.20052 15.21024 0.1 0.1 -0.1
H -7.89834 -16.59013 12.45333 -0.1 0.4 0.0
H -4.33492 -12.52471 15.58315 0.0 0.2 0.2
H -5.99934 -11.02800 18.13520 0.0 -0.1 0.2
H -5.67534 -11.83844 13.57788 0.0 0.2 0.0
H -4.51529 -13.02090 13.11174 0.2 0.1 0.4
H -12.14338 -17.82998 16.23850 -0.3 0.3 -0.3
H -3.62843 -16.45902 14.26484 0.3 0.1 0.6
H -9.75214 -15.23290 14.27425 -0.3 0.5 -0.1
H -4.16493 -15.01050 13.55003 0.2 0.6 0.4
H -8.43505 -11.98799 13.27097 0.0 -0.1 0.0
H -5.39928 -10.34810 15.18279 0.1 0.1 0.0
H -2.07161 -11.09100 14.08223 -0.2 0.1 -0.1
H -0.26160 -12.89141 15.45352 0.1 -0.1 0.3
H 0.01940 -11.81865 16.86383 0.2 0.0 -0.1
H -10.42658 -13.01587 19.29511 0.0 -0.1 0.0
```
Positions in Å, forces in eV/Å.

---

Formula: C12H39FeN4O12
Source: OMol25
Level of theory: wB97M-V/def2-TZVPD

Results
Calculated total energy in eV: -77981.07478
F_max in eV/A: 7.5
Highest occupied orbital energy (alpha / beta) in Ha: -0.411 / -0.411
Total charge: +1
Multiplicity: 5

Geometry as XYZ:
```
68
Properties=species:S:1:pos:R:3:forces:R:3
Fe 1.80541 2.63332 -2.24631 -1.9 -2.1 3.4
O 2.94023 -1.83267 -2.24932 0.7 1.0 1.2
O -4.30758 -0.58445 0.06794 -1.1 0.7 -0.3
O 0.25074 -2.83907 -1.69858 0.7 -0.9 -1.0
O 0.39047 1.60288 -1.02305 2.0 1.9 -3.0
O -4.80979 4.18657 1.31132 1.8 0.2 -1.8
O -2.02550 3.54559 -1.11109 1.6 1.3 -2.1
O -5.02778 -3.46166 -0.69173 -1.1 -0.7 0.6
O 3.55804 2.68178 2.90510 -0.1 0.0 0.1
O -3.77776 -0.27496 -4.26002 0.0 0.0 0.8
O 4.08341 2.36169 5.91647 -1.1 0.7 1.2
O 3.21619 -4.91374 1.13109 -1.8 0.5 -0.3
O 3.26127 2.37877 -0.69037 -0.4 0.2 -1.0
N 1.58804 -4.63751 2.59683 -3.1 -2.2 6.5
N -2.45712 0.46535 -2.54207 -1.7 0.4 4.3
N -1.67453 0.30771 -4.46223 4.9 0.3 -5.1
N 1.63673 -3.31675 0.96425 -1.4 3.6 -3.1
C 2.15666 -4.34514 1.51023 6.5 -2.9 -1.5
C 0.27623 0.69481 0.04281 -0.4 0.0 0.3
C 0.35950 1.36928 1.39551 0.6 -1.2 -0.4
C 4.76774 2.68055 3.65118 1.0 -1.3 0.9
C -2.72590 0.12425 -3.77217 -3.4 -0.8 -0.3
C -3.43445 -1.66593 -0.14027 0.5 -0.1 -1.0
C 4.75091 1.72740 4.88725 0.2 0.0 -1.0
C 2.46385 -2.94988 -2.92747 -1.5 -0.1 -0.6
C -2.96151 3.22544 -0.19156 -2.0 0.6 2.5
C -3.98379 -2.70504 -1.20404 0.2 0.7 1.1
C -3.94300 4.42331 0.12703 -0.3 -0.7 -0.4
C 0.92228 -2.88929 -2.99875 0.0 0.1 0.8
H -1.55306 0.78697 -2.22691 -0.5 -0.1 0.1
H 1.94884 -5.31718 3.25103 0.2 0.1 -0.4
H 0.62597 -3.77554 -3.55988 -0.6 0.0 0.3
H -4.78131 3.23160 1.40527 -0.4 -0.2 0.3
H -3.19586 -2.03729 0.85636 0.1 -1.0 -0.2
H 5.53500 2.30534 2.97396 0.1 0.3 -0.1
H 2.90650 2.39397 0.19852 -0.5 0.0 0.7
H 0.81376 -4.08739 2.94028 0.1 -0.4 -0.1
H 5.01285 3.66897 4.03985 0.0 0.1 -0.3
H -1.77551 0.09651 -5.44472 0.5 0.2 0.0
H 4.20207 2.51275 -0.57561 0.6 0.1 -0.2
H 4.25438 0.79425 4.62120 -0.1 -0.2 -0.2
H -0.67864 0.17926 -0.05982 -0.5 0.2 -0.1
H -4.01183 -0.11723 0.85269 -0.2 0.0 0.1
H -0.45004 2.07613 1.57746 0.3 0.0 0.2
H 0.31542 -1.95179 -1.33782 0.2 0.1 -0.2
H 4.54372 2.11460 6.72186 -0.4 0.2 0.2
H -0.87178 0.79143 -4.08578 -0.3 -0.3 -0.6
H -3.27673 0.41717 -1.95384 0.4 0.2 0.7
H -1.34649 2.86747 -1.13736 0.1 -0.2 0.1
H 0.36727 0.49164 2.04188 -0.6 0.3 0.7
H -3.41312 5.37355 0.19316 0.2 -0.2 0.7
H 0.55221 -2.00126 -3.51113 0.3 0.1 -0.6
H -3.56576 2.38449 -0.53183 -0.2 -0.3 0.3
H 5.71091 1.46502 5.33183 0.6 0.0 -1.1
H 0.95673 -0.15658 0.03003 0.8 0.2 -0.4
H -3.19348 -3.37174 -1.54905 0.4 0.3 0.0
H -2.44717 3.02387 0.74808 -0.2 -0.5 0.5
H 2.78345 -3.87439 -2.44661 0.1 0.2 0.2
H 2.00168 -3.15818 0.03593 -0.5 1.0 0.2
H 2.87105 -2.90038 -3.93735 -0.1 -0.5 -0.3
H 2.72165 -1.07651 -2.79890 0.1 0.1 0.0
H -4.54726 4.53726 -0.77297 -0.4 0.0 0.1
H -2.53593 -1.19816 -0.54273 0.6 -0.6 -0.3
H 1.13138 -2.70226 1.58645 0.0 0.3 -1.1
H -4.45254 -2.23107 -2.06643 0.6 0.6 0.0
H 2.87910 2.95593 3.52597 -0.4 0.1 0.0
H -4.71093 -4.24247 -0.23179 0.1 0.1 0.0
H 1.37467 1.73878 1.54045 -0.1 0.7 0.1
```
Positions in Å, forces in eV/Å.

---

Formula: C12H3Cl4IIrN2O3S4
Source: OMol25
Level of theory: wB97M-V/def2-TZVPD

Results
Calculated total energy in eV: -125989.36577
F_max in eV/A: 1.5
Highest occupied orbital energy in Ha: -0.159
Total charge: -1

Geometry as XYZ:
```
30
Properties=species:S:1:pos:R:3:forces:R:3
Ir -0.46179 -0.15878 0.05541 1.5 0.2 -0.1
I -0.73569 5.97764 0.91753 0.0 0.0 0.0
Cl 4.45875 0.02462 -0.85157 0.0 -0.1 0.0
Cl 4.01996 -5.28096 0.27243 0.0 0.0 0.0
Cl 0.88087 -4.93183 0.36075 0.1 0.1 0.0
Cl 5.82810 -2.79544 -0.37998 0.0 0.0 0.0
S -2.20710 -0.45550 1.55394 0.1 0.1 -0.2
S -5.20819 -0.29231 1.22320 0.0 0.0 -0.1
S -1.97160 0.59080 -1.49779 0.3 -0.2 0.1
S -4.99144 0.65618 -1.55507 0.0 0.0 0.0
O 0.02156 -2.12212 -0.04718 -0.6 -0.5 0.5
O -7.28536 0.16361 -0.34525 0.1 0.0 0.0
O 1.50212 -0.09391 -0.66060 0.1 0.2 0.3
N 1.09537 2.30272 0.07985 0.2 -0.1 0.0
N -0.09628 1.82935 0.45723 -0.9 0.1 -0.3
C 1.12630 3.63714 0.14161 0.0 0.1 0.0
C 1.91316 -3.58352 0.03673 0.0 -0.2 0.1
C 4.10748 -2.63401 -0.29465 0.0 0.0 0.0
C -3.59874 -0.09330 0.56177 -0.1 -0.1 0.7
C 1.32364 -2.34025 -0.14903 -0.4 -0.1 -0.2
C -6.08574 0.16967 -0.24536 -0.1 0.0 0.0
C 3.30508 -3.73153 -0.01558 -0.1 0.0 -0.1
C -0.85741 2.87267 0.75578 0.0 0.0 0.1
C -0.11718 4.04662 0.57897 0.1 0.0 0.0
C 3.50871 -1.38978 -0.51302 0.2 0.1 -0.1
C 2.13610 -1.24293 -0.45354 0.0 0.3 -0.3
C -3.50390 0.34158 -0.68488 -0.1 0.2 -0.6
H 2.00704 4.19964 -0.11610 0.0 0.0 0.0
H 1.76534 1.59283 -0.25713 -0.1 0.1 0.0
H -1.87919 2.74108 1.07155 0.0 -0.1 0.0
```
Positions in Å, forces in eV/Å.